The following is a quantum chemistry calculation of a 10-piece molecular cluster, C50H115F15N15O15P5 overall in a non-equilibrium geometry, from OMol25.

Cartesian coordinates (Å):
O -32.83 7.38 7.37
P -32.42 7.13 8.75
N -33.78 6.95 9.67
C -35.01 6.65 8.97
C -33.62 6.61 11.04
N -31.50 8.28 9.53
C -30.16 8.46 8.87
C -32.27 9.53 9.57
N -31.33 5.91 8.82
C -31.79 4.88 7.86
C -30.80 5.53 10.16
H -34.85 6.58 7.89
H -35.83 7.44 9.12
H -35.40 5.67 9.40
H -33.72 5.48 11.16
H -34.34 7.07 11.72
H -32.62 6.78 11.44
H -30.19 8.71 7.77
H -29.69 9.32 9.39
H -29.63 7.49 9.01
H -31.74 10.30 10.09
H -32.69 9.91 8.64
H -33.13 9.28 10.17
H -32.52 4.11 8.21
H -32.13 5.40 6.98
H -30.97 4.34 7.47
H -29.82 5.07 10.12
H -31.45 4.91 10.83
H -30.59 6.44 10.70
O -27.29 2.57 3.38
P -26.34 1.46 3.07
N -24.99 2.13 2.37
C -23.73 1.37 2.18
C -25.34 2.82 1.20
N -27.11 0.23 2.19
C -26.50 -0.84 1.46
C -28.58 0.26 2.11
N -25.58 0.59 4.31
C -24.48 1.27 5.15
C -26.18 -0.53 4.93
H -23.53 0.82 3.09
H -23.00 2.11 1.93
H -23.93 0.70 1.36
H -24.81 3.77 1.12
H -26.38 2.99 1.18
H -25.14 2.34 0.23
H -25.46 -0.87 1.82
H -27.02 -1.78 1.71
H -26.40 -0.54 0.43
H -29.02 0.34 1.04
H -28.97 -0.62 2.66
H -28.89 1.17 2.59
H -24.92 2.01 5.85
H -23.94 0.49 5.64
H -23.77 1.79 4.55
H -26.61 -0.35 5.98
H -25.35 -1.28 5.07
H -27.05 -0.88 4.40
O -24.72 4.69 14.55
P -25.47 3.95 13.49
N -24.98 2.48 12.93
C -25.33 1.30 13.74
C -23.63 2.33 12.41
N -25.36 4.69 11.99
C -25.52 6.09 11.99
C -25.55 4.07 10.65
N -27.07 3.76 13.94
C -27.36 3.87 15.34
C -28.13 3.04 13.20
H -24.83 1.42 14.70
H -25.07 0.40 13.12
H -26.39 1.29 13.98
H -23.68 1.55 11.66
H -22.98 1.95 13.22
H -23.19 3.26 12.05
H -24.84 6.55 11.23
H -26.55 6.32 11.80
H -25.31 6.54 12.98
H -24.84 4.49 9.91
H -25.36 3.01 10.74
H -26.62 4.14 10.28
H -26.59 4.56 15.71
H -28.37 4.31 15.55
H -27.27 2.94 15.84
H -27.90 2.09 12.72
H -28.51 3.58 12.35
H -29.00 2.86 13.86
O -29.20 8.25 1.66
P -30.08 8.45 2.86
N -30.04 10.06 3.37
C -29.79 11.13 2.48
C -30.68 10.45 4.58
N -29.73 7.68 4.33
C -29.98 6.21 4.40
C -28.39 8.02 4.82
N -31.63 7.86 2.56
C -32.07 7.89 1.18
C -32.59 8.06 3.64
H -30.74 11.52 2.06
H -29.33 10.76 1.61
H -29.14 11.89 2.93
H -29.99 11.18 5.08
H -30.83 9.60 5.31
H -31.64 10.98 4.43
H -30.74 5.97 3.69
H -29.10 5.59 4.14
H -30.32 5.97 5.43
H -28.07 7.36 5.60
H -27.65 8.12 4.05
H -28.50 8.96 5.30
H -33.10 8.29 1.11
H -31.51 8.60 0.57
H -31.85 6.90 0.70
H -32.18 7.82 4.58
H -33.48 7.45 3.56
H -32.87 9.15 3.71
O -21.34 2.27 6.26
P -21.07 3.59 6.91
N -19.49 4.06 6.69
C -19.06 5.39 7.14
C -18.58 2.95 7.03
N -21.54 3.49 8.47
C -21.34 4.47 9.55
C -22.26 2.29 8.85
N -21.86 4.82 6.13
C -23.33 4.92 6.40
C -21.49 5.17 4.75
H -18.94 5.48 8.22
H -19.87 6.05 6.87
H -18.17 5.74 6.64
H -17.63 3.30 6.73
H -18.75 2.07 6.40
H -18.66 2.73 8.12
H -22.30 4.86 9.92
H -20.81 4.14 10.43
H -20.82 5.34 9.19
H -23.34 2.43 8.76
H -21.91 1.60 8.09
H -22.00 2.00 9.89
H -23.97 4.55 5.58
H -23.59 4.34 7.30
H -23.64 5.94 6.68
H -22.10 4.56 4.06
H -20.46 4.86 4.52
H -21.51 6.21 4.40
C -32.34 -0.81 2.36
C -31.61 -1.60 3.42
O -30.82 -0.74 4.25
C -31.49 -0.09 5.21
O -32.68 -0.04 5.48
C -30.54 0.79 6.08
F -30.82 0.57 7.38
F -29.23 0.67 5.81
F -30.89 2.08 5.75
H -33.11 -0.20 2.91
H -32.98 -1.33 1.70
H -31.66 -0.14 1.79
H -30.77 -2.19 2.99
H -32.24 -2.29 4.00
C -33.84 -5.06 11.67
C -32.41 -5.42 11.51
O -31.60 -4.21 11.24
C -30.23 -4.38 11.19
O -29.64 -5.43 11.29
C -29.48 -2.98 10.96
F -30.13 -1.89 11.39
F -28.26 -3.07 11.47
F -29.36 -2.90 9.61
H -33.97 -4.33 12.48
H -34.32 -5.99 11.94
H -34.24 -4.72 10.73
H -32.28 -6.12 10.69
H -32.01 -5.89 12.43
C -32.23 0.77 10.69
C -32.19 2.29 10.90
O -32.23 2.58 12.32
C -33.41 2.57 12.98
O -34.52 2.35 12.45
C -33.27 3.05 14.33
F -32.19 3.81 14.67
F -34.36 3.75 14.77
F -33.18 1.97 15.11
H -32.02 0.57 9.64
H -33.26 0.48 10.94
H -31.50 0.28 11.34
H -32.94 2.79 10.27
H -31.23 2.63 10.60
C -21.29 -0.91 5.16
C -21.15 -1.12 6.68
O -22.44 -1.02 7.16
C -22.67 -1.30 8.40
O -21.88 -1.48 9.33
C -24.22 -1.27 8.59
F -24.69 -0.04 8.26
F -24.80 -2.18 7.87
F -24.61 -1.38 9.87
H -20.32 -0.95 4.65
H -21.74 0.06 4.91
H -21.86 -1.77 4.79
H -20.59 -0.18 6.98
H -20.67 -2.05 6.94
C -27.28 4.16 6.06
C -28.39 3.79 6.98
O -28.08 2.47 7.61
C -28.58 2.18 8.77
O -29.33 2.85 9.45
C -28.12 0.78 9.26
F -27.02 0.88 10.11
F -29.13 0.17 9.89
F -27.72 -0.03 8.29
H -27.31 3.59 5.15
H -26.32 4.03 6.62
H -27.34 5.24 5.81
H -29.34 3.66 6.46
H -28.63 4.54 7.70

Values from the calculation:
Electronic energy (eV): -193991.33484
SMILES: CN(C)P(=O)(N(C)C)N(C)C.CN(C)P(=O)(N(C)C)N(C)C.CN(C)P(=O)(N(C)C)N(C)C.CN(C)P(=O)(N(C)C)N(C)C.CN(C)P(=O)(N(C)C)N(C)C.CCOC(=O)C(F)(F)F.CCOC(=O)C(F)(F)F.CCOC(=O)C(F)(F)F.CCOC(=O)C(F)(F)F.CCOC(=O)C(F)(F)F
LUMO (eV): 0.4

These are the Löwdin partial charges, in e, on atoms 1 to 99: number 1, O, carries -0.28; number 2, P, carries 0.45; number 3, N, carries -0.31; number 4, C, carries -0.11; number 5, C, carries -0.13; number 6, N, carries -0.29; number 7, C, carries -0.08; number 8, C, carries -0.13; number 9, N, carries -0.24; number 10, C, carries -0.10; number 11, C, carries -0.11; number 12, H, carries 0.07; number 13, H, carries 0.10; number 14, H, carries 0.10; number 15, H, carries 0.09; number 16, H, carries 0.09; number 17, H, carries 0.07; number 18, H, carries 0.08; number 19, H, carries 0.09; number 20, H, carries 0.06; number 21, H, carries 0.07; number 22, H, carries 0.08; number 23, H, carries 0.07; number 24, H, carries 0.10; number 25, H, carries 0.06; number 26, H, carries 0.03; number 27, H, carries 0.06; number 28, H, carries 0.08; number 29, H, carries 0.06; number 30, O, carries -0.31; number 31, P, carries 0.58; number 32, N, carries -0.29; number 33, C, carries -0.08; number 34, C, carries -0.16; number 35, N, carries -0.32; number 36, C, carries -0.11; number 37, C, carries -0.11; number 38, N, carries -0.27; number 39, C, carries -0.05; number 40, C, carries -0.13; number 41, H, carries 0.05; number 42, H, carries 0.09; number 43, H, carries 0.07; number 44, H, carries 0.09; number 45, H, carries 0.05; number 46, H, carries 0.09; number 47, H, carries 0.07; number 48, H, carries 0.10; number 49, H, carries 0.08; number 50, H, carries 0.11; number 51, H, carries 0.07; number 52, H, carries 0.05; number 53, H, carries 0.08; number 54, H, carries 0.05; number 55, H, carries 0.03; number 56, H, carries 0.09; number 57, H, carries 0.10; number 58, H, carries 0.06; number 59, O, carries -0.30; number 60, P, carries 0.53; number 61, N, carries -0.33; number 62, C, carries -0.08; number 63, C, carries -0.12; number 64, N, carries -0.31; number 65, C, carries -0.15; number 66, C, carries -0.09; number 67, N, carries -0.29; number 68, C, carries -0.14; number 69, C, carries -0.09; number 70, H, carries 0.09; number 71, H, carries 0.11; number 72, H, carries 0.05; number 73, H, carries 0.07; number 74, H, carries 0.09; number 75, H, carries 0.08; number 76, H, carries 0.09; number 77, H, carries 0.07; number 78, H, carries 0.09; number 79, H, carries 0.07; number 80, H, carries 0.05; number 81, H, carries 0.09; number 82, H, carries 0.07; number 83, H, carries 0.10; number 84, H, carries 0.07; number 85, H, carries 0.06; number 86, H, carries 0.06; number 87, H, carries 0.09; number 88, O, carries -0.30; number 89, P, carries 0.57; number 90, N, carries -0.32; number 91, C, carries -0.13; number 92, C, carries -0.16; number 93, N, carries -0.29; number 94, C, carries -0.09; number 95, C, carries -0.10; number 96, N, carries -0.31; number 97, C, carries -0.12; number 98, C, carries -0.11; number 99, H, carries 0.09